# 1
71
Properties=species:S:1:pos:R:3 method="wB97M-V/def2-TZVPD" e_homo_ev=-9.6 homo_lumo_gap_ev=10.02 smiles="CCCOCN(CCCI)S(=O)(=O)F.CO.CO.CO.CO.CO.CO.CO"
C 2.50084 -2.32000 1.47796
C 1.31371 -2.92182 0.70741
C 0.84774 -1.99747 -0.41363
O 0.35500 -0.80461 0.18913
C -0.74719 -0.21757 -0.43887
N -1.80239 0.09375 0.52729
C -2.32798 -1.08570 1.24268
C -3.02074 -2.02773 0.25307
C -3.97904 -2.94921 0.99952
I -5.20876 -4.00990 -0.37386
S -1.43091 1.34196 1.53842
O -1.70692 0.98931 2.88771
O -1.93646 2.56338 1.00482
F 0.12084 1.48816 1.41818
H 3.12888 -3.10484 1.89263
H 3.08043 -1.65020 0.84602
H 2.13802 -1.72716 2.31473
H 1.54004 -3.91042 0.31339
H 0.47386 -2.98982 1.40099
H 1.70901 -1.75306 -1.03729
H 0.08820 -2.50461 -1.00329
H -0.46221 0.71503 -0.92733
H -1.18047 -0.85024 -1.21068
H -1.55095 -1.61488 1.79423
H -3.06456 -0.74892 1.96618
H -2.25905 -2.64465 -0.22603
H -3.53658 -1.45062 -0.51086
H -3.42566 -3.66597 1.59733
H -4.60560 -2.36632 1.66830
C 0.45546 2.63808 -3.22247
O -0.48149 1.56689 -3.36667
H 1.41037 2.20599 -2.93287
H 0.58212 3.18263 -4.16009
H 0.10593 3.31265 -2.43841
H -1.32857 1.95373 -3.59935
C -1.05873 0.04161 5.98161
O -2.04340 -0.99923 5.95122
H -0.08669 -0.42597 6.11741
H -1.06788 0.59247 5.04137
H -1.24312 0.72505 6.81201
H -2.89785 -0.58035 5.82915
C -0.65601 3.92541 -6.58420
O 0.64694 3.40429 -6.81584
H -0.58944 4.62185 -5.75206
H -1.03427 4.46041 -7.45899
H -1.35357 3.12441 -6.32193
H 0.59487 2.78624 -7.54820
C 1.09081 -3.88132 -4.41630
O 0.80885 -3.50314 -3.06717
H 0.40595 -3.33586 -5.06049
H 2.11749 -3.62211 -4.67372
H 0.93549 -4.95406 -4.55860
H 1.41935 -3.98849 -2.50593
C 5.57304 -3.86928 -3.65205
O 4.41881 -3.27432 -4.23878
H 5.47833 -4.94561 -3.76904
H 6.48664 -3.53919 -4.15214
H 5.64300 -3.63371 -2.58693
H 4.49729 -2.32207 -4.13945
C 0.48541 5.48646 0.10832
O -0.39020 4.49671 -0.41489
H 0.78021 6.13237 -0.71552
H -0.01176 6.09268 0.87040
H 1.38331 5.03600 0.54113
H -0.66065 3.92310 0.30988
C -0.86827 3.53284 8.27124
O -0.58671 2.18245 8.62486
H -0.14389 3.82785 7.51676
H -1.87349 3.63341 7.85306
H -0.77141 4.19799 9.13318
H -1.22337 1.91527 9.29231

***

# 2
43
Properties=species:S:1:pos:R:3 method="wB97M-V/def2-TZVPD" charge=+1 e_homo_ev=-10.5 relative_energy_kj_mol=0.0 homo_lumo_gap_ev=7.53
K -0.00377 -0.84148 -2.71454
C 4.66233 -0.73791 -1.60656
C 4.76259 -0.78119 -0.22593
C 3.60713 -0.90133 0.52813
C 2.37263 -0.97518 -0.11858
N 2.28269 -0.93955 -1.45143
C 3.39591 -0.82763 -2.16438
C 1.10094 -1.08259 0.65150
C 1.11639 -1.15221 2.04612
C -0.08214 -1.23977 2.72177
C -1.25889 -1.24216 2.00226
C -1.19960 -1.17388 0.60802
N -0.03773 -1.10003 -0.04014
C -2.44733 -1.16538 -0.20616
C -3.70329 -1.15898 0.39824
C -4.83626 -1.11447 -0.39599
C -4.69068 -1.07205 -1.77131
C -3.40281 -1.08505 -2.28572
N -2.31162 -1.13264 -1.53476
H 5.53454 -0.64714 -2.23721
H 5.72639 -0.72561 0.26115
H 3.68108 -0.93581 1.60306
H 3.27565 -0.79723 -3.24239
H 2.03859 -1.14516 2.60272
H -0.09954 -1.30030 3.80205
H -2.19950 -1.31265 2.52387
H -3.81250 -1.18642 1.47048
H -5.81747 -1.11029 0.05768
H -5.54431 -1.02892 -2.43170
H -3.24798 -1.05296 -3.35909
C -1.75878 2.52137 0.43317
N -0.32237 2.38010 0.41898
C 0.52439 2.45302 1.50567
C 1.78794 2.34230 1.04908
N 1.69979 2.18541 -0.31534
C 0.40290 2.20210 -0.70928
S -0.18064 2.11188 -2.27436
H -2.09531 2.56623 1.46711
H -2.21019 1.67282 -0.07184
H -2.04827 3.43010 -0.09261
H 0.15069 2.60389 2.50210
H 2.72937 2.37796 1.56653
H 2.45903 2.11880 -0.97037